Entry 1:
A structure of composition C13H8FIMnN2O6Te4, computed with wB97M-V/def2-TZVPD.

```
36
Properties=species:S:1:pos:R:3
Mn 1.42189 2.45675 -0.07817
Te 1.65916 1.69406 2.48012
Te 1.97764 4.30773 2.39947
Te 3.07063 4.81247 -0.09946
Te 1.42625 4.15075 -2.10695
I 1.10023 -5.39487 0.33859
C 1.87617 -3.51144 -0.02923
C 1.04563 -2.40237 0.02935
C 1.56468 -1.13876 -0.22480
C 2.90534 -0.98200 -0.54639
C 3.72411 -2.10488 -0.60787
C 3.22321 -3.36876 -0.34319
C 3.53602 0.34991 -0.84915
O 4.63648 0.40597 -1.34993
O 2.85226 1.43695 -0.56365
H -0.00344 -2.52178 0.26578
H 0.90274 -0.28777 -0.18001
H 4.76502 -1.96641 -0.86488
H 3.87253 -4.23186 -0.37866
F -4.67969 -1.50505 -1.77808
C -3.95912 -0.93431 -0.81692
C -3.63665 0.35360 -0.84113
N -2.90026 0.93780 0.17739
C -2.44490 2.30176 0.10867
C -0.95944 2.34832 0.03091
O -0.34251 3.36835 0.44196
O -0.29842 1.39008 -0.45208
C -2.42308 0.21660 1.25179
O -1.77663 0.72774 2.13967
N -2.79470 -1.11720 1.24603
C -3.52679 -1.80142 0.28195
O -3.77347 -2.97732 0.37458
H -3.94759 0.99774 -1.65123
H -2.77406 2.89441 0.96109
H -2.84736 2.75996 -0.79899
H -2.47190 -1.66475 2.03342
```

Results
spin multiplicity	4
energy	-100188.61994	eV
Kohn-Sham gap (alpha / beta)	5.743 / 5.396	eV
net charge	0
F_max	0.71	eV/Å

Results of the Löwdin charge analysis, in e, for atoms 1 through 8: -0.0783 0.6083 0.2740 0.2719 0.4292 0.8831 -0.7518 -0.1422



Entry 2:
A structure of composition C13H8N3O9Pt, computed with wB97M-V/def2-TZVPD.

```
34
Properties=species:S:1:pos:R:3
Pt 0.30042 0.55272 -1.80685
O 1.66700 -5.05953 0.31481
C 1.43531 -3.85298 -0.25540
C 2.38879 -2.83820 -0.24465
C 2.07843 -1.62908 -0.82861
N 0.89652 -1.43174 -1.40959
C -0.03000 -2.39168 -1.42790
C 0.20300 -3.62676 -0.86213
C -1.38071 -2.02479 -2.07739
O -2.17746 -2.94433 -2.24313
O -1.51309 -0.80020 -2.38566
C 3.05218 -0.43452 -0.79993
O 4.19123 -0.67135 -0.40221
O 2.57049 0.66341 -1.21196
H 2.54956 -5.05884 0.69785
H 3.36749 -2.95718 0.20509
H -0.56454 -4.38624 -0.90053
C -0.48624 -0.36398 1.97477
C -0.77905 0.96197 1.37187
N -0.53673 1.30908 0.12852
C -0.94831 2.60066 -0.03993
C -1.45851 3.05511 1.14301
N -1.34132 2.00544 2.01823
C -2.04392 4.33909 1.59357
O -2.11301 5.27929 0.69429
O -2.41925 4.44900 2.74534
C -0.80526 3.27933 -1.36724
O -1.19996 4.46149 -1.45037
O -0.30150 2.60010 -2.29909
H -0.03537 -1.00173 1.21719
H -1.40124 -0.83773 2.33268
H 0.20665 -0.26569 2.81143
H -1.64334 2.06396 2.97717
H -1.72826 4.95591 -0.21323
```

Results
spin multiplicity	3
energy	-39759.80146	eV
energy relative to the best compared isomer or geometry (same formula, charge and spin)	1.9	kcal/mol
Kohn-Sham gap (alpha / beta)	7.420 / 7.932	eV
net charge	-1
F_max	0.53	eV/Å

Results of the Löwdin charge analysis, in e, for atoms 1 through 8: 1.3125 0.0727 -0.2859 0.0554 -0.1776 -0.0162 -0.1718 0.0683